Molecular formula: C9H14N2PSZr
Method: DFT, the ωB97M-V functional and the def2-TZVPD basis

Structure (XYZ):
```
28
Properties=species:S:1:pos:R:3:forces:R:3:lowdin_charge:R:1
N 1.0138 0.8908 3.3324 1.0 1.0 -2.1 -0.0621
H -0.7094 -3.2581 -3.2853 0.1 0.0 -0.2 0.0873
N -0.1599 -0.7159 4.0965 -1.5 -1.2 1.2 -0.2206
P -0.1932 2.4335 0.8468 -0.7 2.2 -1.6 0.6596
C -0.6422 -2.0873 4.3638 0.1 -0.3 0.3 -0.0200
H 1.6554 1.3872 2.7271 0.5 -0.1 0.6 0.1283
H -1.4344 -2.3758 3.6643 0.2 0.1 0.2 0.0855
C -0.2152 -0.2938 -1.8729 -1.1 -0.3 -0.3 -0.2155
C 0.8755 -0.4643 3.2372 0.1 -2.0 -1.5 -1.0017
H -0.9363 3.3610 1.6411 0.2 -0.4 0.0 -0.0878
H -0.2979 0.7896 -1.7252 0.1 -0.4 -0.3 0.0308
H 0.1873 -2.7975 4.2646 -0.2 0.2 0.1 0.0942
H -0.7242 0.1670 5.9658 -0.2 0.3 0.0 0.1384
H 0.7709 2.3424 4.8549 -0.3 0.0 0.3 0.1353
C 0.5904 -2.4873 -1.6779 -0.3 1.1 0.3 -0.1481
C -0.2367 0.3285 5.0221 0.5 1.3 0.0 -0.0204
C -0.3696 -2.4136 -2.7068 0.0 0.2 0.6 -0.1289
H 1.2322 -3.3200 -1.3534 -0.6 0.4 -0.4 0.0904
H -0.6601 2.9944 -0.3962 0.2 -0.4 0.5 -0.0742
C -0.8981 -1.0856 -2.8364 0.6 0.6 1.2 -0.1384
H 1.4393 -0.8088 -0.4332 0.1 0.0 -0.6 -0.0055
C 0.6734 -1.1598 -1.1238 -0.1 -0.3 0.5 -0.2770
H 1.0038 3.2170 0.8735 -0.2 -0.6 0.2 -0.0743
S 1.4488 -1.5283 2.0074 -0.3 1.0 0.2 0.7273
H -1.7191 -0.7332 -3.4861 0.8 -0.4 0.4 0.0919
H -1.0368 -2.1182 5.3823 0.0 0.0 -0.2 0.1031
C 0.4712 1.3688 4.5114 -0.7 -0.6 1.5 -0.0553
Zr -0.5512 -0.0294 1.6950 1.8 -1.2 -0.9 1.1577
```
Forces are in eV/Å.

Summary:
E_tot (eV): -33931.609
Frontier orbital gap (spin up / spin down) (eV): 4.4938 / 4.4787
Multiplicity: 1
HOMO energy (spin up / spin down) (eV): -9.4182 / -9.4227
Net charge: +1
Largest force on an atom (eV/A): 2.78

Molecular formula: C9H14N3O2
Method: DFT, the ωB97M-V functional and the def2-TZVPD basis

Structure (XYZ):
```
28
Properties=species:S:1:pos:R:3:forces:R:3:lowdin_charge:R:1
N 0.0917 1.2963 0.7862 0.1 -0.1 -0.3 -0.0614
C -0.2126 -1.7826 -2.5744 -1.8 4.2 3.7 -0.0931
H 1.1097 3.2209 1.4832 -1.0 -1.7 -0.3 0.1612
C -0.2920 2.2347 2.8329 -0.3 1.4 0.3 -0.0884
H 1.4394 0.1930 -0.3109 -0.3 0.3 -0.6 0.1251
O -0.3047 -1.1967 0.3142 0.7 -2.4 -2.8 0.0983
O 0.4555 -2.4234 -1.4753 0.2 -0.7 1.9 0.0594
H 0.0128 -0.1490 -3.8435 0.7 0.1 1.7 0.1599
C -0.4550 -0.9371 1.6538 0.1 2.8 -1.1 -0.2689
C 0.3095 -2.1930 -0.1960 0.3 -0.8 -0.9 -0.0798
H -0.8174 -1.7567 3.4217 0.0 0.1 0.3 0.1166
H -0.5843 3.2635 0.8707 1.0 -0.7 1.5 0.1669
C -0.1962 0.7577 -1.8252 1.0 -1.6 2.2 -0.1108
H 1.3763 -0.4177 -2.7530 2.1 0.1 -0.1 0.0938
H 0.8514 -2.9500 0.3971 -0.5 0.5 0.0 0.1975
C 0.7228 1.0093 -0.5199 0.7 0.7 1.0 -0.0803
H -0.7487 -2.8900 2.2232 -0.7 -1.0 -0.7 0.0890
C 0.3416 -0.3526 -2.7499 -2.7 0.3 -2.2 -0.1457
N -0.4787 -1.9892 2.5057 0.8 0.5 1.6 0.1660
H -0.2823 1.6918 -2.2652 0.1 1.6 -1.4 0.0825
C -0.3015 0.4285 1.7471 -0.6 -3.5 1.2 -0.2502
C 0.1507 2.5617 1.4649 -0.5 3.9 -2.1 -0.1418
H -0.4553 2.9753 3.6249 0.2 -0.3 -0.3 0.1369
H -1.2245 0.4904 -1.5915 0.0 0.0 0.6 0.1128
H -0.0791 -2.3149 -3.4280 0.5 -2.0 -2.0 0.1013
N -0.5322 1.0054 2.9763 -0.1 -0.4 0.9 0.1565
H 1.3855 1.9170 -0.5292 -0.6 -0.8 -1.3 0.1380
H -1.2824 -1.6928 -2.2399 0.7 -0.3 -0.8 0.1585
```
Forces are in eV/Å.

Summary:
Energy above the lowest of the compared OMol25 structures with the same formula, charge and spin (kcal per mole): 73.8
E_tot (eV): -18114.902
Frontier orbital gap (spin up / spin down) (eV): 6.2059 / 6.2105
Multiplicity: 1
HOMO energy (spin up / spin down) (eV): -10.4359 / -10.4364
Net charge: +1
Largest force on an atom (eV/A): 5.90

Molecular formula: C9H14N3O3
Method: DFT, the ωB97M-V functional and the def2-TZVPD basis

Structure (XYZ):
```
29
Properties=species:S:1:pos:R:3:forces:R:3:lowdin_charge:R:1
C 0.2507 0.4387 0.2037 -0.4 0.3 -2.9 -0.4378
H 1.9126 -0.1312 -0.9010 0.7 -1.1 -0.7 0.1508
H -1.5414 -0.5244 1.1134 -0.4 -1.3 0.5 0.1556
C -0.1325 1.2278 -2.8660 1.7 -2.0 3.0 -0.2676
C -0.7827 1.1820 -4.1120 -1.3 -1.1 -1.9 0.0970
H -2.8731 -2.3570 -5.0696 1.1 1.6 0.4 0.1914
H -0.9007 -2.6874 -0.0115 0.0 -0.2 -0.7 0.0860
C -0.7700 -1.2660 1.4464 -1.1 3.0 0.4 -0.4069
C 1.4833 1.9222 -1.3626 0.2 2.5 -0.5 -0.0865
C -0.9470 -2.6687 1.0604 0.9 -0.5 -1.0 -0.0152
H -0.9685 2.1541 -4.6657 -0.1 -1.5 0.5 0.1912
C 0.3179 2.4786 -2.2529 -1.1 0.4 1.9 -0.1136
N -1.0750 0.0458 -4.6789 -1.6 0.6 0.5 0.1533
H 1.5584 2.5126 -0.3873 0.5 -0.8 -1.6 0.1531
H -1.4128 -1.0394 3.3552 0.9 -0.2 0.7 0.1113
O -0.4440 1.3938 0.4418 0.0 -0.9 1.3 0.1457
H 0.3754 -1.5563 3.1975 0.1 -0.3 0.7 0.0892
H -0.1455 0.1082 2.9379 0.2 0.8 0.1 0.0750
N -1.5183 -0.9938 -5.1107 2.0 -0.2 -0.7 0.0665
H -0.0949 -3.2196 1.3933 0.8 -0.5 0.3 0.0912
H -1.7794 -3.2565 1.3165 -1.4 0.0 0.9 0.0822
O 0.3054 -0.7966 0.6176 1.0 0.1 -0.1 0.0343
C 1.0863 0.4908 -1.1348 0.3 2.1 2.2 -0.2550
H -0.5252 3.0294 -1.7135 1.1 -0.9 -0.5 0.1600
N 0.2689 0.1550 -2.2117 -1.7 -0.6 -3.0 0.2256
H 2.3520 1.9738 -2.0848 -0.4 0.0 1.4 0.1447
O -2.6085 -1.5044 -4.5854 -1.3 -0.1 0.3 0.0952
H 0.5924 3.0847 -3.0502 1.1 1.7 -1.1 0.0891
C -0.4251 -0.9180 2.8734 -1.6 -0.8 -0.6 -0.0059
```
Forces are in eV/Å.

Summary:
Energy above the lowest of the compared OMol25 structures with the same formula, charge and spin (kcal per mole): 91.1
E_tot (eV): -20160.560
Frontier orbital gap (spin up / spin down) (eV): 6.9192 / 6.9197
Structure (SMILES): CC(C)OC(=O)[C@@H]1CCC(C=[N+]=NO)=N1
Multiplicity: 1
HOMO energy (spin up / spin down) (eV): -13.0068 / -13.0072
Net charge: +1
Largest force on an atom (eV/A): 4.03

Molecular formula: C9H14N4O3
Method: DFT, the ωB97M-V functional and the def2-TZVPD basis

Structure (XYZ):
```
30
Properties=species:S:1:pos:R:3:forces:R:3:lowdin_charge:R:1
C 2.6152 -0.0089 -0.1699 4.1 -0.1 -0.3 -0.3582
H 3.8753 -2.1399 -0.7325 -0.9 2.6 0.3 0.1085
H 3.7975 1.2203 1.2191 -3.9 -3.7 0.8 0.2045
H -2.6858 0.2889 -1.0553 2.4 3.4 0.5 0.1992
C -0.5063 2.9484 -0.1498 0.1 -1.2 0.5 -0.1028
C -0.6831 -1.2482 1.0404 -1.6 -1.0 -0.9 -0.1812
C -1.3298 1.1652 0.7146 1.2 0.7 -1.9 -0.2537
H 2.7208 0.8824 -0.8217 -0.3 -0.2 0.7 0.1345
H -1.6607 2.6053 -2.0473 -0.9 2.0 -3.6 0.0830
N 2.9448 0.2668 1.3116 -0.1 3.8 -1.9 -0.0242
H 1.9229 0.6542 1.5850 3.5 0.1 -0.1 0.0805
O -2.5977 -2.5952 0.2634 2.5 2.7 -0.3 0.0737
N -0.3377 2.2565 1.0286 -4.8 -0.6 -6.7 0.0871
H -2.0774 -0.0031 2.5741 2.3 -0.6 -3.1 0.1920
H 3.4225 -0.8950 -2.0973 -0.1 -0.6 2.7 0.1183
O 0.6987 -0.2434 -1.4518 -0.5 -0.6 1.1 0.0491
C 1.2268 -0.4506 -0.3457 0.8 0.2 -1.7 -0.4825
N -1.3812 2.2400 -1.2343 3.9 2.5 5.7 0.0700
O -1.6745 -1.3625 -1.4087 1.3 -1.0 3.0 -0.0153
N 0.7655 -1.0600 0.7255 -5.1 -1.5 -2.3 0.1576
H -0.2660 0.4305 2.4037 -2.0 -1.1 -1.8 0.1416
H -0.0525 3.9649 -0.2305 -0.6 -1.1 -0.8 0.1032
C -1.9118 1.1911 -0.6906 -0.7 -3.9 6.3 -0.0851
C 3.6982 -0.9787 -0.9132 -2.5 -1.6 -2.9 -0.0524
C -1.7233 -1.7691 -0.0482 -1.5 -1.8 -2.5 -0.3684
H -0.7600 -0.9170 -1.5187 -0.7 -0.1 -0.1 0.0587
H 1.2909 -1.0991 1.5109 2.3 -0.2 2.7 0.0853
H -0.9786 -2.0751 1.6924 1.5 0.0 0.6 0.1444
H 4.6383 -0.5480 -1.0673 1.6 1.0 0.9 0.0120
C -1.1423 0.0369 1.6528 -1.3 1.8 5.2 -0.1794
```
Forces are in eV/Å.

Summary:
Energy above the lowest of the compared OMol25 structures with the same formula, charge and spin (kcal per mole): 175.8
E_tot (eV): -21657.076
Frontier orbital gap (eV): 8.5900
Multiplicity: 1
HOMO energy (eV): -8.0374
Net charge: 0
Largest force on an atom (eV/A): 8.26

Molecular formula: C9H14N4O4
Method: DFT, the ωB97M-V functional and the def2-TZVPD basis

Structure (XYZ):
```
31
Properties=species:S:1:pos:R:3:forces:R:3:lowdin_charge:R:1
H -1.4665 -2.1039 -1.1133 3.1 2.4 0.0 0.1940
H 2.1896 -1.7155 -4.0903 -2.6 -1.2 -3.4 0.0846
C -2.3968 1.3191 1.8002 5.7 3.4 2.5 -0.4797
H -1.5094 0.1373 -2.3203 -5.2 0.2 -5.9 0.0345
C -0.3758 2.2295 3.3097 -6.3 -6.5 -14.5 -0.4264
C 4.2096 -2.3794 -1.3886 2.3 0.8 -1.9 -0.1045
N -1.6146 0.7561 -0.3609 -10.6 -7.6 -12.2 0.0431
N 0.3713 1.6893 2.2074 -9.8 -0.7 2.0 0.0424
N -1.9777 2.0823 2.9040 8.1 -1.1 -4.9 0.2262
N -0.0097 1.3711 0.9179 -4.7 -1.0 0.8 0.1074
H 4.9840 -1.6575 -1.6946 -0.4 0.4 0.6 0.0804
H 0.1143 -1.2978 -0.0966 -1.8 0.4 -2.4 0.1606
H 3.9347 -3.0250 -3.5737 -0.4 1.0 2.1 0.1531
C 2.4012 -1.4985 -3.1392 12.5 -1.5 -2.5 -0.3166
H 3.4964 -1.9737 -0.7441 -0.4 0.7 2.1 0.0523
C 0.5782 -2.0496 -2.0777 -3.5 3.7 -2.3 -0.4237
C -0.9329 0.0835 -1.5841 6.8 2.1 8.7 -0.0958
C 3.3613 -2.6510 -2.5847 2.9 0.0 -5.4 -0.2247
O -0.0493 2.6436 4.2532 4.0 5.0 11.5 0.2277
C -0.4428 -1.3131 -1.1814 -0.9 -3.4 3.7 -0.0746
O 1.6844 -1.2591 -2.1768 -7.7 2.0 7.4 0.0099
H 3.1561 -0.6382 -3.3339 -1.1 -0.8 0.7 0.1698
O -3.4992 1.2881 1.5247 -8.1 -1.8 -1.7 0.1571
H 4.8345 -3.2150 -1.0283 -1.0 0.0 0.1 0.0888
C -1.4011 1.0617 0.7687 11.3 3.5 8.5 -0.3662
H -2.7925 0.1865 -0.3600 4.1 2.7 0.1 0.2870
O 0.1733 -2.7038 -3.0088 1.1 -1.1 0.9 0.1307
H 1.2195 1.8813 2.2540 9.6 2.1 0.6 0.0213
H 2.9373 -3.5453 -2.3563 -2.7 -2.4 0.4 0.0585
H -2.5369 2.0510 3.6150 -4.2 0.1 5.3 0.0397
H -0.1478 0.8829 -1.6937 0.1 -1.4 -0.5 0.1430
```
Forces are in eV/Å.

Summary:
Energy above the lowest of the compared OMol25 structures with the same formula, charge and spin (kcal per mole): 258.4
E_tot (eV): -23700.732
Frontier orbital gap (eV): 7.9587
Multiplicity: 1
HOMO energy (eV): -7.7188
Net charge: 0
Largest force on an atom (eV/A): 17.85

Molecular formula: C9H14NP
Method: DFT, the ωB97M-V functional and the def2-TZVPD basis

Structure (XYZ):
```
25
Properties=species:S:1:pos:R:3:forces:R:3:lowdin_charge:R:1
H -3.8918 0.8319 -0.1941 -0.1 0.1 -0.1 0.0263
C 2.2737 -1.1016 1.0345 0.1 0.0 0.0 -0.1020
C 2.6572 -0.1722 -1.1482 0.1 -0.1 -0.1 -0.0967
C 0.5091 2.1485 0.7772 -0.5 -0.1 -0.1 0.0442
H -3.4880 0.5817 1.5137 -0.1 0.0 0.0 0.0218
P -1.6374 -0.0943 0.0520 -1.0 0.4 -0.6 0.7436
H -2.5546 -1.1605 -1.9175 0.0 0.0 0.0 0.0372
H 3.4913 -2.0315 -0.4627 0.0 -0.1 0.0 0.0974
H 0.3634 2.9532 0.0792 0.0 0.2 -0.1 0.0530
H 1.7239 1.7002 -1.5595 0.0 0.1 -0.1 0.1070
C -3.4339 0.1506 0.5160 0.7 -0.1 0.1 -0.2583
C 2.8692 -1.1843 -0.2134 0.0 -0.1 0.0 -0.0904
H 1.0414 0.0527 2.3445 -0.1 0.0 0.1 0.1056
H -0.7807 -1.0084 -1.9724 0.1 0.0 -0.1 0.0287
H -1.8086 0.4042 -2.3373 0.0 0.0 -0.1 0.0304
H 3.1087 -0.2504 -2.1278 0.0 0.0 -0.1 0.0999
C 1.4779 -0.0242 1.3597 0.3 0.4 -0.1 -0.0986
H -1.0260 -1.4486 1.6797 0.0 -0.1 0.3 -0.0168
H 2.4260 -1.8936 1.7536 0.0 0.0 0.1 0.1029
N -0.9489 -1.3659 0.6765 0.1 -0.4 0.2 -0.2105
C -1.7093 -0.4969 -1.7370 0.0 0.3 0.4 -0.2547
C 1.8854 0.9158 -0.8335 -0.2 0.2 0.2 -0.0615
H 0.1068 2.2644 1.7673 -0.1 0.0 0.2 0.0513
C 1.2863 1.0423 0.4464 0.6 -0.5 0.0 -0.3931
H -3.9410 -0.8132 0.5031 0.0 0.0 0.0 0.0332
```
Forces are in eV/Å.

Summary:
Energy above the lowest of the compared OMol25 structures with the same formula, charge and spin (kcal per mole): 8.2
E_tot (eV): -20336.456
Frontier orbital gap (spin up / spin down) (eV): 7.0644 / 6.7378
Multiplicity: 1
HOMO energy (spin up / spin down) (eV): -7.3307 / -7.1155
Net charge: 0
Largest force on an atom (eV/A): 1.20

Molecular formula: C9H14O
Method: DFT, the ωB97M-V functional and the def2-TZVPD basis

Structure (XYZ):
```
24
Properties=species:S:1:pos:R:3:forces:R:3:lowdin_charge:R:1
H -0.1540 -3.0517 1.4141 0.4 -0.1 0.0 0.0516
C -2.0521 2.1889 1.0785 -0.3 0.0 0.4 -0.1770
C 1.4850 -1.3213 0.3001 0.2 0.0 -0.2 -0.1267
C -0.8244 1.3826 1.4944 0.5 0.4 -0.6 -0.1656
H -2.8057 2.2673 1.8764 0.1 0.0 -0.2 0.0496
H -0.0979 1.9852 2.0465 -0.3 0.0 0.4 0.0597
H -1.5837 -2.1686 1.0003 0.5 0.2 -0.1 0.0651
H 0.1134 0.8910 -2.5879 -0.5 -0.1 0.0 0.0573
H -1.7543 3.2046 0.8205 0.0 0.1 -0.1 0.0511
H 2.1840 1.4419 -2.9767 0.0 -0.2 0.3 0.0720
H 1.8924 -1.7960 1.1865 -0.1 -0.2 -0.1 0.0622
C 0.4635 0.1723 -1.8584 1.2 0.6 -0.1 -0.1316
C 2.3465 -0.4156 -0.4372 0.0 0.0 0.0 -0.1075
H -2.5380 1.7671 0.1934 0.1 -0.1 0.2 0.0562
C -0.6413 -2.5809 0.5682 -1.9 -0.1 0.4 -0.1107
H -0.2759 1.1485 0.5862 0.1 -0.4 -0.1 0.0394
H -1.0621 -3.3672 -0.0787 0.6 0.1 -0.1 0.0623
C -0.3315 -0.8008 -1.1858 -0.8 -0.7 0.2 -0.1609
H 3.4176 -0.4417 -0.3077 0.2 0.2 0.2 0.0705
C 0.1800 -1.5546 -0.1313 0.8 0.5 0.0 -0.3964
C 1.8112 0.3161 -1.4697 -0.8 -0.3 0.0 -0.4208
H -1.3846 -0.9299 -1.4126 0.0 0.0 -0.3 0.0715
H -1.0101 0.4472 2.0212 -0.2 0.1 0.0 0.0595
O 2.6218 1.2157 -2.1403 0.2 0.2 -0.3 -0.0309
```
Forces are in eV/Å.

Summary:
Energy above the lowest of the compared OMol25 structures with the same formula, charge and spin (kcal per mole): 1.7
E_tot (eV): -11606.245
Frontier orbital gap (spin up / spin down) (eV): 3.2083 / 7.3127
Multiplicity: 2
HOMO energy (spin up / spin down) (eV): 0.6814 / -3.4894
Net charge: -1
Largest force on an atom (eV/A): 1.91

Molecular formula: C9H14O
Method: DFT, the ωB97M-V functional and the def2-TZVPD basis

Structure (XYZ):
```
24
Properties=species:S:1:pos:R:3:forces:R:3:lowdin_charge:R:1
H 2.0229 -2.0557 1.5607 -0.1 -0.1 0.2 0.1100
H -2.8635 1.1206 -2.3371 -0.1 0.0 0.5 0.0623
C -2.1584 0.3183 -2.1054 -0.3 0.0 -1.6 -0.1548
C 1.3116 -0.3959 0.4555 0.8 0.0 -0.4 -0.2757
H 1.7924 -0.4783 -1.6291 0.2 0.1 -0.3 0.0534
C 0.5951 -0.9091 2.7052 -0.7 0.7 -0.2 -0.0165
C -0.4528 0.8749 1.4405 0.8 0.8 0.1 -0.0132
C -0.8326 0.6653 -2.8169 -0.5 0.6 2.1 -0.1597
H -2.5957 -0.5601 -2.5880 0.0 -0.1 0.3 0.0601
H 0.4371 -1.5464 3.5671 0.7 -0.1 0.1 0.1133
H -0.9956 1.0626 -3.8118 0.2 -0.7 -0.4 0.0663
C 1.3469 -1.2103 1.5892 0.3 0.1 -0.1 -0.0508
H -1.2417 -0.1905 4.2252 0.1 -0.2 0.2 0.0946
O -1.0131 0.5823 3.7074 -0.1 0.3 -0.2 0.0325
H -1.2840 1.5682 1.4161 0.2 0.2 -0.1 0.1196
H -0.4326 1.5073 -2.2452 0.2 0.1 -0.3 0.0405
C 2.2719 -0.6824 -0.6794 -0.1 -0.1 0.3 -0.0478
C -0.2247 0.2252 2.6366 -0.9 -1.1 0.2 -0.3247
C 0.4316 0.6747 0.3750 -0.9 -0.8 0.8 -0.0390
H 2.6181 -1.7124 -0.6862 -0.2 -0.2 0.1 0.0728
H -0.1306 -0.1440 -2.6353 0.2 -0.1 -0.9 0.0484
H 0.2947 1.2329 -0.5324 0.2 0.1 -0.1 0.0788
H -2.0798 0.1502 -1.0369 0.1 0.1 0.0 0.0479
H 3.1828 -0.0970 -0.5750 0.0 0.3 -0.1 0.0816
```
Forces are in eV/Å.

Summary:
Energy above the lowest of the compared OMol25 structures with the same formula, charge and spin (kcal per mole): 14.2
E_tot (eV): -11607.022
Frontier orbital gap (eV): 9.3411
Structure (SMILES): Cc1ccc(O)cc1.CC
Multiplicity: 1
HOMO energy (eV): -8.4801
Net charge: 0
Largest force on an atom (eV/A): 2.22

Number 6 is which compound?
C9H14NP

Number 8 is which compound?
C9H14O